Record 1
# C2H8OS2

A 2-piece molecular cluster, C2H8OS2 overall in a non-equilibrium geometry (the ωB97M-V functional and the def2-TZVPD basis, OMol25).

Each line ends with the Löwdin charge.
Element x y z (Å)
S 2.125 -1.600 -0.293  -0.138
S 2.958 -1.719 -2.282  -0.175
H 2.989 -0.841 0.450  -0.296
H 3.180 -3.005 -2.701  -0.315
C -1.427 1.390 0.734  -0.359
O -0.255 1.742 1.424  -0.073
C -1.464 -0.029 0.217  -0.107
H -2.263 1.547 1.402  0.094
H -1.733 2.126 -0.026  0.103
H 0.508 1.572 0.880  0.071
H -2.492 -0.274 -0.071  0.064
H -0.905 -0.164 -0.720  0.066
H -1.222 -0.745 0.985  0.066

Gap between HOMO and LUMO (alpha / beta), eV: 3.781 / 7.043
Charge: -1
Multiplicity: 2
Energy relative to the best compared isomer or geometry (same formula, charge and spin), kJ/mol: 59.9
DFT total energy, eV: -25920.8693

Record 2
# C2H8OS2

A 2-piece molecular cluster, C2H8OS2 overall in a non-equilibrium geometry (the ωB97M-V functional and the def2-TZVPD basis, OMol25).

Each line ends with the Löwdin charge.
Element x y z (Å)
C 0.004 1.547 0.919  -0.440
S 0.263 2.196 -0.769  0.381
S 1.581 1.111 -1.783  0.390
C 1.243 -0.612 -1.458  -0.456
H -0.581 2.338 1.386  0.032
H -0.582 0.620 0.870  0.002
H 0.931 1.127 1.275  0.030
H 0.472 -0.854 -2.193  0.035
H 2.174 -1.222 -1.436  0.062
H 0.730 -0.705 -0.581  -0.035
H -2.866 -1.810 1.019  0.120
H -1.490 -1.523 1.656  0.005
O -1.877 -2.214 1.095  -0.127

SMILES: CSSC.O
Gap between HOMO and LUMO, eV: 8.264
Charge: 0
Multiplicity: 1
Energy relative to the best compared isomer or geometry (same formula, charge and spin), kJ/mol: 128.9
DFT total energy, eV: -25920.5990

Record 3
# C2H8OS2

A 2-piece molecular cluster, C2H8OS2 overall in a non-equilibrium geometry (the ωB97M-V functional and the def2-TZVPD basis, OMol25).

Each line ends with the Löwdin charge.
Element x y z (Å)
S -1.564 0.942 -0.443  0.240
S -1.497 -1.215 -0.291  0.253
H -1.756 0.798 0.895  -0.202
H -0.863 -1.185 0.890  -0.219
C 2.146 -0.307 0.067  -0.310
O 1.327 -0.539 1.226  -0.154
C 2.354 1.199 -0.132  -0.088
H 3.000 -0.986 0.056  0.107
H 1.530 -0.719 -0.745  0.087
H 1.826 -0.219 1.983  0.082
H 2.198 1.551 -1.147  0.067
H 1.530 1.658 0.459  0.067
H 3.281 1.553 0.340  0.070

SMILES: CCO.SS
Gap between HOMO and LUMO, eV: 8.745
Charge: 0
Multiplicity: 1
Energy relative to the best compared isomer or geometry (same formula, charge and spin), kJ/mol: 116.8
DFT total energy, eV: -25920.7254

Record 4
# C2H8S

A 2-piece molecular cluster, C2H8S overall in a non-equilibrium geometry (the ωB97M-V functional and the def2-TZVPD basis, OMol25).

Each line ends with the Löwdin charge.
Element x y z (Å)
S -0.773 -0.119 1.342  -0.015
H -2.056 0.177 1.046  -0.275
H -1.002 -0.876 2.438  -0.312
C 0.564 -0.477 -1.773  -0.274
C 1.136 0.738 -1.004  -0.340
H -0.128 -0.022 -2.464  0.036
H -0.022 -1.170 -1.096  0.019
H 1.402 -0.906 -2.327  0.048
H 0.376 1.493 -0.667  0.029
H 1.800 0.342 -0.131  0.063
H 1.806 1.309 -1.615  0.022

Gap between HOMO and LUMO (alpha / beta), eV: 2.936 / 9.082
Charge: -1
Multiplicity: 2
Energy relative to the best compared isomer or geometry (same formula, charge and spin), kJ/mol: 15.9
DFT total energy, eV: -13037.2778

Record 5
# C2H8S2

A 2-piece molecular cluster, C2H8S2 overall in a non-equilibrium geometry (the ωB97M-V functional and the def2-TZVPD basis, OMol25).

Each line ends with the Löwdin charge.
Element x y z (Å)
C 0.553 2.441 0.146  -0.483
S 1.595 1.638 1.423  0.602
H 0.828 3.495 -0.012  0.022
H 0.755 1.868 -0.806  0.039
H -0.454 2.341 0.580  0.017
H 2.354 0.907 0.644  -0.196
C -0.853 -2.596 -0.033  -0.428
S -1.532 -1.525 -1.418  0.614
H 0.224 -2.724 -0.087  0.017
H -0.985 -1.934 0.812  0.002
H -1.491 -3.527 -0.039  0.047
H -0.993 -0.383 -1.209  -0.253

SMILES: CS.CS
Gap between HOMO and LUMO, eV: 9.805
Charge: 0
Multiplicity: 1
Energy relative to the best compared isomer or geometry (same formula, charge and spin), kJ/mol: 76.9
DFT total energy, eV: -23873.3494

Record 6
# C2H8S2

A 2-piece molecular cluster, C2H8S2 overall (the ωB97M-V functional and the def2-TZVPD basis, OMol25).

Each line ends with the Löwdin charge.
Element x y z (Å)
S -3.386 1.572 -0.591  0.467
H -2.065 1.443 -0.395  -0.285
H -3.171 1.791 -1.891  -0.220
C 1.543 -1.167 0.770  -0.179
C 0.287 -0.409 0.357  -0.619
S 0.449 0.390 -1.278  0.666
H 1.546 -2.136 0.289  0.066
H 2.462 -0.628 0.568  0.059
H 1.513 -1.374 1.850  0.074
H -0.038 0.352 1.053  0.055
H -0.518 -1.120 0.184  0.060
H 1.378 1.287 -0.917  -0.144

SMILES: CCS.S
Gap between HOMO and LUMO, eV: 10.100
Charge: 0
Multiplicity: 1
Energy relative to the best compared isomer or geometry (same formula, charge and spin), kJ/mol: 16.1
DFT total energy, eV: -23873.9796

Record 7
# C2H8S2Si2

A single C2H8S2Si2 molecule in a non-equilibrium geometry (the ωB97M-V functional and the def2-TZVPD basis, OMol25).

Each line ends with the Löwdin charge.
Element x y z (Å)
C 0.681 1.583 -0.361  -0.606
C -0.738 1.328 0.289  -0.720
Si -1.033 -1.708 0.406  0.227
Si 1.098 -1.602 -0.498  0.235
S 1.984 0.360 0.153  0.473
S -1.782 0.129 -0.456  0.493
H 0.617 1.458 -1.404  0.015
H 1.156 2.611 -0.213  0.086
H -0.443 1.022 1.366  0.062
H -1.357 2.290 0.530  0.094
H -2.430 -2.182 0.051  -0.087
H -0.877 -1.408 1.829  -0.084
H 1.140 -1.392 -1.952  -0.083
H 1.984 -2.490 0.260  -0.106

SMILES: C1CS[SiH2][SiH2]S1
Gap between HOMO and LUMO, eV: 8.495
Charge: 0
Multiplicity: 1
Energy relative to the best compared isomer or geometry (same formula, charge and spin), kJ/mol: 117.2
DFT total energy, eV: -39628.7800

Record 8
# C2H8S4

A 2-piece molecular cluster, C2H8S4 overall (the ωB97M-V functional and the def2-TZVPD basis, OMol25).

Each line ends with the Löwdin charge.
Element x y z (Å)
C -0.538 0.446 2.492  -0.504
S 1.081 0.520 3.286  0.364
S 2.374 1.008 1.696  0.289
H -0.775 -0.543 2.117  0.026
H -1.228 0.795 3.253  0.025
H -0.584 1.152 1.664  0.000
H 1.423 1.109 0.766  -0.262
C -0.883 -1.346 -2.335  -0.491
S -0.695 0.092 -1.276  0.347
S 0.762 1.133 -2.272  0.311
H -1.597 -2.011 -1.856  0.031
H -1.273 -1.036 -3.300  0.029
H 0.079 -1.832 -2.453  0.028
H 1.853 0.514 -1.783  -0.193

SMILES: CSS.CSS
Gap between HOMO and LUMO, eV: 8.400
Charge: 0
Multiplicity: 1
Energy relative to the best compared isomer or geometry (same formula, charge and spin), kJ/mol: 37.6
DFT total energy, eV: -45544.3509

Record 9
# C2H9BNO5

A 2-piece molecular cluster, C2H9BNO5 overall in a non-equilibrium geometry (the ωB97M-V functional and the def2-TZVPD basis, OMol25).

Each line ends with the Löwdin charge.
Element x y z (Å)
B -1.324 0.653 0.451  -0.745
C -1.509 -0.909 0.022  -0.119
C 1.823 0.109 -0.178  -0.506
N 0.970 0.000 -1.155  0.271
O -0.260 1.101 1.103  0.196
O -2.087 1.442 -0.243  0.237
O -0.438 -1.827 -0.064  -0.104
O 2.810 0.938 -0.218  0.248
O 1.748 -0.678 0.834  0.224
H -2.321 -0.706 -0.788  0.158
H -2.108 -1.370 0.823  0.126
H 0.312 -0.800 -1.323  0.155
H 1.051 0.562 -1.961  0.149
H -0.014 2.037 1.145  0.146
H -2.301 2.375 -0.106  0.146
H -0.632 -2.739 0.186  0.142
H 3.333 1.000 0.593  0.176
H 0.945 -1.187 0.880  0.102

Gap between HOMO and LUMO, eV: 11.713
Charge: +1
Multiplicity: 1
DFT total energy, eV: -14619.4548

Record 10
# C2H9ClNSi

A 3-piece molecular cluster, C2H9ClNSi overall in a non-equilibrium geometry (the ωB97M-V functional and the def2-TZVPD basis, OMol25).

Each line ends with the Löwdin charge.
Element x y z (Å)
C -1.156 0.760 0.035  0.183
C 2.166 -0.801 0.097  -0.320
N -1.946 -0.288 0.026  0.185
Si 3.847 -0.076 -0.057  0.790
Cl -5.012 0.119 0.171  0.372
H -1.343 1.656 0.648  0.127
H -0.204 0.931 -0.524  0.114
H 2.138 -1.492 0.887  -0.074
H 1.772 -1.237 -0.699  -0.129
H -4.567 1.190 -0.447  -0.174
H -1.784 -1.096 -0.551  0.151
H -2.816 -0.391 0.428  -0.022
H 4.379 0.595 -1.241  -0.108
H 4.526 0.129 1.228  -0.096

Gap between HOMO and LUMO, eV: 6.060
Charge: +1
Multiplicity: 1
Energy relative to the best compared isomer or geometry (same formula, charge and spin), kJ/mol: 386.1
DFT total energy, eV: -24099.4207